(1)
C69H75BrGeN2O2P2SiTa as an isolated structure, computed with the ωB97M-V functional and the def2-TZVPD basis.

The geometry in XYZ format:
```
154
Properties=species:S:1:pos:R:3:mulliken_charge:R:1
Ta -0.52 -0.09 -0.31 1.676
C -0.24 4.03 0.09 -0.580
Si 0.75 2.41 0.28 0.672
C 2.54 2.87 -0.22 0.515
C 2.85 4.16 -0.64 0.036
C 4.16 4.60 -0.70 -0.908
C 5.19 3.76 -0.30 -0.990
C 4.91 2.46 0.09 -0.047
C 3.59 2.01 0.10 -0.480
P 3.18 0.27 0.45 3.060
C 4.27 -0.03 1.90 -0.472
C 5.28 -0.98 1.99 -0.769
C 5.92 -1.22 3.20 -0.823
C 5.57 -0.50 4.34 -0.819
C 4.59 0.48 4.25 -0.500
C 3.95 0.71 3.05 0.317
C 4.06 -0.60 -0.91 0.813
C 4.22 -1.98 -0.82 -0.814
C 4.90 -2.68 -1.80 -1.278
C 5.39 -2.02 -2.92 -0.650
C 5.16 -0.66 -3.06 -0.637
C 4.50 0.05 -2.07 -0.938
C 0.98 2.46 2.19 -0.492
C 1.85 3.43 2.69 -0.021
C 2.12 3.55 4.04 -0.724
C 1.53 2.67 4.94 -1.349
C 0.66 1.71 4.48 -0.108
C 0.36 1.61 3.11 0.535
P -0.79 0.29 2.57 1.949
C -0.04 -1.05 3.59 -0.202
C -0.65 -1.64 4.69 -0.229
C 0.02 -2.61 5.41 -0.793
C 1.31 -2.99 5.04 -0.977
C 1.92 -2.40 3.95 -0.733
C 1.25 -1.43 3.23 0.582
C -2.35 0.66 3.45 0.184
C -3.44 -0.18 3.21 0.239
C -4.63 0.00 3.90 -1.008
C -4.76 1.04 4.81 -0.983
C -3.70 1.90 5.01 -0.539
C -2.50 1.72 4.34 -1.127
H 0.25 4.82 0.66 0.857
H -0.36 4.37 -0.94 0.254
H -1.24 3.90 0.50 -0.906
H 2.05 4.84 -0.92 0.315
H 4.38 5.61 -1.03 0.418
H 6.22 4.12 -0.31 0.404
H 5.70 1.79 0.39 0.510
H 5.60 -1.54 1.12 0.541
H 6.70 -1.97 3.26 0.459
H 6.06 -0.70 5.28 0.406
H 4.32 1.06 5.12 0.510
H 3.17 1.46 2.98 -0.135
H 3.81 -2.52 0.03 0.809
H 5.05 -3.75 -1.70 0.354
H 5.92 -2.57 -3.68 0.408
H 5.50 -0.14 -3.95 0.467
H 4.32 1.10 -2.20 0.356
H 2.32 4.12 2.00 0.295
H 2.81 4.31 4.39 0.476
H 1.75 2.73 6.00 0.472
H 0.20 1.02 5.18 0.557
H -1.65 -1.33 4.98 0.463
H -0.46 -3.07 6.27 0.441
H 1.82 -3.75 5.61 0.408
H 2.92 -2.69 3.66 0.465
H 1.73 -0.95 2.38 -0.381
H -3.35 -0.98 2.49 0.262
H -5.46 -0.68 3.72 0.477
H -5.69 1.17 5.35 0.379
H -3.80 2.73 5.70 0.406
H -1.70 2.42 4.50 0.548
C -0.28 3.22 -3.42 -2.344
C -1.71 2.67 -3.25 2.655
C -2.45 2.65 -4.59 -1.900
C -2.47 3.44 -2.20 0.607
C -2.85 4.74 -2.50 0.001
C -3.62 5.49 -1.62 -1.624
C -3.98 4.93 -0.40 -0.511
C -3.59 3.65 -0.05 1.112
C -3.95 3.16 1.35 3.102
C -3.37 4.11 2.41 -1.330
C -5.47 3.06 1.52 -1.851
C -2.85 2.88 -0.97 -1.751
N -2.55 1.51 -0.64 1.019
C -3.62 0.77 -0.56 -1.121
C -3.71 -0.57 -0.19 0.873
C -4.92 -1.28 -0.20 -1.903
C -4.64 -2.54 0.26 -1.730
C -3.26 -2.58 0.56 -0.473
N -2.69 -1.38 0.28 1.051
C -2.59 -3.78 1.21 2.730
C -1.67 -3.33 2.34 -1.095
C -3.64 -4.72 1.80 -2.378
C -1.76 -4.56 0.18 -1.409
H 0.20 2.76 -4.29 0.618
H 0.33 2.99 -2.55 0.565
H -0.29 4.30 -3.57 0.375
H -1.64 1.65 -2.90 -1.746
H -2.51 3.65 -5.03 0.454
H -3.47 2.27 -4.47 0.363
H -1.93 2.01 -5.30 0.466
H -2.57 5.17 -3.45 0.402
H -3.93 6.49 -1.88 0.435
H -4.58 5.51 0.28 0.458
H -3.53 2.17 1.52 -2.036
H -3.58 5.15 2.16 0.445
H -2.29 3.99 2.49 0.110
H -3.81 3.90 3.38 0.410
H -5.94 4.05 1.44 0.424
H -5.71 2.66 2.51 0.418
H -5.92 2.41 0.77 0.273
H -4.58 1.22 -0.81 0.433
H -5.88 -0.88 -0.52 0.778
H -5.33 -3.35 0.36 0.620
H -2.24 -2.90 3.16 0.571
H -0.94 -2.60 2.00 -0.678
H -1.12 -4.19 2.74 0.630
H -4.29 -4.20 2.50 0.383
H -3.14 -5.52 2.34 0.446
H -4.25 -5.17 1.02 0.510
H -1.08 -3.90 -0.35 -1.111
H -2.41 -5.05 -0.55 0.635
H -1.18 -5.33 0.69 0.515
Br 0.00 -0.84 -6.66 -0.104
C -1.57 -0.92 -5.62 -0.109
C -2.73 -1.33 -6.27 -0.573
C -3.92 -1.43 -5.58 -1.066
C -3.97 -1.15 -4.22 -0.775
C -2.81 -0.77 -3.58 0.881
C -1.60 -0.63 -4.25 0.108
C -0.41 -0.13 -3.50 0.563
O 0.55 0.36 -3.99 -0.489
O -0.49 -0.23 -2.13 1.985
H -2.67 -1.57 -7.32 0.491
H -4.82 -1.73 -6.11 0.428
H -4.89 -1.24 -3.67 0.547
H -2.85 -0.55 -2.52 -0.356
C -0.88 -3.51 -2.67 -1.225
Ge 0.85 -3.07 -1.82 1.687
C 2.02 -2.24 -3.17 -1.263
C 1.67 -4.80 -1.31 -1.400
C 0.73 -2.00 -0.13 -0.478
H -1.15 -4.54 -2.42 0.677
H -0.77 -3.46 -3.75 0.363
H -1.70 -2.86 -2.37 0.021
H 1.57 -2.36 -4.16 0.533
H 2.98 -2.76 -3.18 0.524
H 2.21 -1.19 -3.01 0.041
H 1.82 -5.41 -2.20 0.461
H 1.05 -5.36 -0.62 0.342
H 2.65 -4.64 -0.85 0.314
H 1.76 -1.81 0.15 -1.061
H 0.32 -2.67 0.63 0.157
```

Output
2S+1 = 1
E_LUMO = -3.96 eV
gap between HOMO and LUMO = 0.2313 Eh
net charge = +1


(2)
One molecule with the formula C6H10, computed with the ωB97M-V functional and the def2-TZVPD basis.

The geometry in XYZ format:
```
16
Properties=species:S:1:pos:R:3:mulliken_charge:R:1
C -1.07 -1.55 -0.26 -1.283
C 0.32 -0.82 -0.36 0.783
C 0.08 0.24 -1.37 -1.264
C 0.47 2.06 0.36 -0.828
C 0.75 1.00 1.28 0.018
C 0.69 -0.32 0.99 -0.670
H -1.82 -0.84 0.09 0.362
H -1.00 -2.38 0.44 0.383
H -1.39 -1.94 -1.23 0.327
H 1.05 -1.57 -0.69 0.246
H 0.24 -0.11 -2.40 0.349
H -0.86 0.76 -1.30 0.350
H -0.44 2.18 -0.19 0.243
H 0.87 3.03 0.67 0.298
H 1.16 1.28 2.25 0.332
H 0.96 -1.05 1.74 0.355
```

Output
2S+1 = 1
E_LUMO (alpha / beta) = 0.04 / 0.46 eV
gap between HOMO and LUMO (alpha / beta) = 0.3023 / 0.2995 Eh
net charge = 0


(3)
One molecule with the formula C6H10, computed with the ωB97M-V functional and the def2-TZVPD basis.

The geometry in XYZ format:
```
16
Properties=species:S:1:pos:R:3:mulliken_charge:R:1
C -0.77 -1.10 0.72 -0.738
C -1.42 0.29 0.51 -0.694
C -0.49 0.57 -0.68 -0.095
C 0.89 1.20 -0.32 -0.698
C 1.52 -0.21 -0.14 -0.735
C 0.16 -0.86 -0.49 0.011
H -0.25 -1.24 1.67 0.274
H -1.47 -1.92 0.57 0.253
H -2.47 0.21 0.24 0.240
H -1.34 1.01 1.34 0.285
H -1.00 0.92 -1.57 0.423
H 1.37 1.77 -1.12 0.250
H 0.86 1.83 0.58 0.270
H 1.89 -0.43 0.87 0.278
H 2.31 -0.42 -0.86 0.249
H 0.18 -1.64 -1.26 0.426
```

Output
2S+1 = 1
E_LUMO = 1.29 eV
gap between HOMO and LUMO = 0.4106 Eh
net charge = 0


Result set for relative energy (zero: lowest compared OMol25 entry of this formula, charge and spin): 70.23 382.47 123.97 kJ/mol, one per record in the order listed.
Result set for largest force on an atom: 2.203 1.194 0.422 eV Å⁻¹, one per record in the order listed.